17
Properties=species:S:1:pos:R:3:nbo_charge:R:1 method="wB97M-V/def2-TZVPD" largest_force_ev_per_a=4.64 orbital_gap_ev="4.63 / 9.40" homo_energy_ev="-3.735 / -8.556" e_lumo_ev="0.895 / 0.846" relative_energy_kj_mol=117.6 e_tot_ev=-8313.81418 multiplicity=2
C 0.47 1.81 -1.02 -0.631
C -0.89 1.49 -0.39 -0.219
N -1.06 0.01 -0.34 -0.665
C -0.54 -0.68 0.72 0.065
N -0.57 -2.04 0.74 -0.861
H 0.92 0.93 -1.53 0.197
H 0.52 2.59 -1.78 0.210
H 1.22 2.06 -0.25 0.213
H -0.96 2.00 0.67 0.186
H -1.77 1.99 -0.84 0.206
H -1.64 -0.52 -1.01 0.382
H -0.06 -0.24 1.69 0.174
H -1.22 -2.55 0.13 0.349
H -0.29 -2.67 1.46 0.392
H 2.17 -0.17 -0.53 0.464
H 2.80 -0.82 0.62 0.461
O 1.94 -0.51 0.33 -0.922